1.
C4H8N2O as an isolated structure, computed with wB97M-V/def2-TZVPD.

The geometry in XYZ format:
```
15
Properties=species:S:1:pos:R:3:lowdin_charge:R:1
C -0.49 -1.14 0.68 -0.047
C 0.15 0.76 -0.85 0.011
C -1.15 1.03 -1.57 -0.093
N -0.56 1.75 -0.46 0.072
C 0.91 -0.79 0.15 -0.722
O 1.48 -1.55 -0.63 -0.013
N 1.62 0.04 1.11 0.058
H -1.04 -0.34 1.19 0.074
H -1.11 -1.57 -0.12 0.081
H -0.30 -1.94 1.40 0.086
H -1.10 1.50 -2.54 0.088
H -1.99 0.38 -1.37 0.093
H -0.76 2.21 0.42 0.153
H 1.83 -0.59 1.89 0.079
H 2.52 0.26 0.70 0.081
```

Properties
HOMO level: -8.699 eV
energy above the lowest of the compared OMol25 structures with the same formula, charge and spin: 5.2237 eV
LUMO level: 0.215 eV
E: -341.81168 Eh

=====

2.
One molecule with the formula C4H8N2O, computed with wB97M-V/def2-TZVPD.

The geometry in XYZ format:
```
15
Properties=species:S:1:pos:R:3:lowdin_charge:R:1
C 1.37 0.73 -0.78 -0.023
C 0.24 0.07 -0.04 -0.431
C -1.12 0.29 -0.67 -0.479
N -2.17 -0.20 0.04 0.163
O -1.24 0.85 -1.75 0.058
C 0.52 -1.19 0.70 -0.110
N 0.21 0.04 1.42 0.047
H 2.31 0.62 -0.23 0.083
H 1.50 0.27 -1.77 0.092
H 1.17 1.79 -0.95 0.087
H -2.04 -0.33 1.04 0.090
H -3.09 0.09 -0.27 0.109
H -0.24 -1.97 0.78 0.104
H 1.54 -1.54 0.68 0.111
H 1.05 0.48 1.80 0.100
```

Properties
HOMO level: -9.610 eV
energy above the lowest of the compared OMol25 structures with the same formula, charge and spin: 1.1949 eV
LUMO level: 0.981 eV
structure (SMILES): C[C@@]1(C(N)=O)CN1
E: -341.95973 Eh